The following is a DFT calculation (ωB97M-V with the def2-TZVPD basis set) of a cluster of 2 separate species, C4H6O2 in total.

## Properties
- lowest unoccupied orbital energy (Eh) = 0.0308
- relative energy (zero: lowest compared OMol25 entry of this formula, charge and spin) (kcal per mole) = 79.3
- gap between HOMO and LUMO (eV) = 9.9
- spin multiplicity = 1

```
12
Properties=species:S:1:pos:R:3:forces:R:3
O -2.549842 0.132163 1.224166 0.6 0.0 -0.6
C -1.579714 0.041663 0.586235 -0.2 0.0 0.6
C -0.422756 -0.077607 -0.032106 0.0 0.1 0.1
C 0.851294 0.118450 0.710321 -0.2 -0.1 0.1
C 2.103160 -0.428246 0.190204 0.1 -0.3 0.0
O 1.820943 0.962318 0.101528 0.0 0.2 -0.1
H -3.040391 0.215549 -1.750977 -0.1 0.0 0.0
H -2.540689 0.751710 -1.853107 0.0 0.1 0.0
H -0.392684 -0.292546 -1.089927 -0.1 0.0 0.0
H 0.761508 0.250597 1.787886 0.0 0.0 -0.1
H 2.897918 -0.702401 0.881244 -0.1 0.0 -0.1
H 2.091251 -0.971650 -0.755467 0.0 0.1 0.1
```
Positions in Å, forces in eV/Å.

These are the natural (NBO) partial charges, in e, on atoms 1 to 6:
1. O -0.447
2. C 0.744
3. C -0.586
4. C 0.053
5. C -0.108
6. O -0.485

The following is a DFT calculation (ωB97M-V with the def2-TZVPD basis set) of a structure of composition CH5HgO2 at a distorted geometry.

## Properties
- lowest unoccupied orbital energy (Eh) = -0.2671
- relative energy (zero: lowest compared OMol25 entry of this formula, charge and spin) (kcal per mole) = 20.2
- total charge = +1
- gap between HOMO and LUMO (eV) = 8.3
- spin multiplicity = 1

```
9
Properties=species:S:1:pos:R:3:forces:R:3
O 0.064880 -0.003405 0.213133 6.4 0.1 -2.0
H 0.526806 -0.836776 -0.670502 -2.1 2.2 2.5
C 0.499724 1.320432 0.462314 0.8 1.5 0.2
H -0.310631 2.031685 0.250835 0.2 -0.2 -0.1
H 0.754572 1.429481 1.526391 0.1 -0.2 -0.4
H 1.366537 1.568470 -0.166331 -0.3 -0.1 0.3
Hg -1.644319 -0.773583 0.181130 -8.0 0.2 3.2
O -0.780195 -1.926767 -1.008528 3.1 -3.0 -3.6
H -0.477374 -2.809535 -0.788443 -0.2 -0.4 0.0
```
Positions in Å, forces in eV/Å.

These are the natural (NBO) partial charges, in e, on atoms 1 to 6:
1. O -0.943
2. H 0.605
3. C -0.258
4. H 0.189
5. H 0.208
6. H 0.218

Highest occupied orbital energy, record by record: -9.10; -15.59 eV